(1)
A molecular structure, C5H6O2. Source: the Open Molecules 2025 dataset; level of theory: ωB97M-V/def2-TZVPD.

Results
Frontier orbital gap, eV: 11.1578
ΔE to the lowest compared entry with this formula, charge and spin, kcal/mol: 30.08
LUMO level, eV: 0.8
Total energy, eV: -9375.791
F_max, eV/Å: 0.71
HOMO energy, eV: -10.35
M, g/mol: 98.1

Last column: Mulliken charge in e.
CARTESIAN COORDINATES (ANGSTROEM)
C  -0.206  -0.968  -0.615  -0.30
H  1.165  1.748  -0.863  0.33
H  0.556  2.274  0.720  0.33
O  -1.135  0.015  1.012  -0.39
C  0.047  0.265  0.202  1.00
O  -2.448  -1.727  0.258  -0.55
C  0.321  1.683  -0.170  -1.33
H  1.946  -0.800  -0.086  0.26
H  -0.106  -1.170  -1.674  0.35
C  0.961  -0.890  0.369  -0.73
H  0.918  -1.477  1.284  0.24
C  -1.457  -1.065  0.212  0.47
H  -0.563  2.112  -0.649  0.31

Cartesian forces (eV/Å) of the 6 atoms listed first:
-0.1726 -0.1073 -0.2360
-0.1203 -0.0622 0.1178
-0.0174 -0.0891 -0.1064
-0.1330 -0.0498 0.0376
0.2863 0.1976 -0.0361
0.5876 0.4003 -0.0508

---

(2)
A single C21H31N3O2 molecule. Source: the Open Molecules 2025 dataset; level of theory: ωB97M-V/def2-TZVPD.

Results
Frontier orbital gap, eV: 8.4254
ΔE to the lowest compared entry with this formula, charge and spin, kcal/mol: 466.72
LUMO level, eV: 0.3
Total energy, eV: -30827.718
F_max, eV/Å: 17.19
SMILES: Cc1ccccc1CNC(=O)C[C@@H]1C(=O)NCCN1CC1CCCCC1
HOMO energy, eV: -8.11
M, g/mol: 357.5

Last column: Mulliken charge in e.
CARTESIAN COORDINATES (ANGSTROEM)
H  0.914  3.431  -1.976  0.55
H  -0.716  3.478  -3.015  0.26
H  -1.453  1.673  -1.199  0.11
C  1.976  -2.415  -0.914  -0.87
H  -0.369  0.338  1.167  0.18
C  -2.478  -1.746  1.771  -0.95
H  -3.905  0.350  -0.987  0.96
C  0.387  1.564  -0.077  1.16
C  2.192  -0.276  1.818  -0.86
C  -3.585  0.237  0.988  -0.98
H  -1.654  4.372  -0.537  0.21
H  -1.713  -3.687  -0.933  0.69
C  0.671  -2.961  -1.044  0.29
C  -2.710  -1.342  -0.629  1.13
H  -3.973  1.250  1.142  0.40
H  1.422  1.778  -0.519  0.25
H  0.597  2.416  1.819  0.84
H  1.495  0.052  2.397  1.21
C  -3.062  -0.665  1.879  -0.08
C  0.239  -0.028  0.306  -2.20
H  -0.061  1.362  -2.188  1.47
C  3.332  -1.061  2.083  -1.05
C  2.202  -1.010  -0.650  -0.43
H  -2.984  -1.021  -2.598  0.58
N  -0.121  -3.023  0.018  0.02
H  -0.155  -0.463  -0.473  0.80
C  3.681  -0.686  -0.282  0.16
H  0.164  4.694  1.320  0.42
H  -3.148  -0.125  3.009  0.05
C  -3.371  -0.067  -0.323  -1.08
C  0.359  4.163  0.330  -1.64
C  -2.390  -2.218  0.571  1.14
H  2.602  0.939  1.599  0.13
H  2.665  -2.650  -1.680  0.67
H  -1.807  -4.007  0.975  0.28
H  -1.963  -2.207  2.463  0.65
H  2.515  -3.263  -0.091  0.18
C  -2.733  -1.760  -1.974  -2.02
H  1.953  -0.566  -1.372  1.28
H  -1.732  -1.962  -2.126  0.51
N  4.322  -0.800  0.776  -0.03
H  -0.996  2.373  1.171  0.23
C  -1.514  -3.316  0.013  -1.57
O  0.110  -2.938  -2.116  -0.68
O  4.360  -0.475  -1.447  -0.76
H  2.981  -1.993  2.331  0.31
H  -3.463  -2.675  -2.301  0.18
C  -0.385  1.749  -1.466  -1.81
H  1.270  4.255  0.390  0.90
H  -0.302  5.372  -1.226  0.30
N  1.336  -0.657  0.765  0.37
C  0.142  2.593  0.955  -1.09
H  3.915  -0.566  2.941  0.45
H  0.457  -2.764  0.977  0.33
H  5.093  -0.676  1.106  -0.15
C  -0.102  3.336  -1.935  -0.95
C  -0.507  4.292  -1.002  -0.46

Cartesian forces (eV/Å) of the 6 atoms listed first:
2.8520 0.0294 -1.1490
2.0628 -0.3103 2.6642
0.2157 -0.2845 -0.8894
5.2444 -5.0626 3.4766
-0.9745 -1.9633 -0.2024
1.9158 -4.7383 -1.1801

---

(3)
A molecular structure, C4H2O2. Source: the Open Molecules 2025 dataset; level of theory: ωB97M-V/def2-TZVPD.

Results
Frontier orbital gap, eV: 10.1688
ΔE to the lowest compared entry with this formula, charge and spin, kcal/mol: 53.59
LUMO level, eV: -0.6
Total energy, eV: -8270.205
F_max, eV/Å: 1.85
HOMO energy, eV: -10.80
M, g/mol: 82.1

Last column: Mulliken charge in e.
CARTESIAN COORDINATES (ANGSTROEM)
H  -0.068  -0.283  -2.217  0.31
C  -0.346  0.380  -0.093  0.30
C  0.808  -0.399  1.371  0.21
C  -0.577  0.351  1.129  -0.29
C  -0.666  0.293  -1.495  -0.04
H  1.287  0.229  2.115  0.34
O  1.249  -1.443  0.971  -0.45
O  -1.686  0.872  -1.782  -0.38

Cartesian forces (eV/Å) of the 6 atoms listed first:
0.0994 0.0495 0.2533
-1.1279 0.6574 -0.0837
0.1148 -0.4479 0.9893
1.1516 -1.3334 -0.5755
-0.4632 0.3755 -0.3993
0.8101 0.1442 0.0652

---

Repeat the second record exactly.
A single C21H31N3O2 molecule. Source: the Open Molecules 2025 dataset; level of theory: ωB97M-V/def2-TZVPD.

Results
Frontier orbital gap, eV: 8.4254
ΔE to the lowest compared entry with this formula, charge and spin, kcal/mol: 466.72
LUMO level, eV: 0.3
Total energy, eV: -30827.718
F_max, eV/Å: 17.19
SMILES: Cc1ccccc1CNC(=O)C[C@@H]1C(=O)NCCN1CC1CCCCC1
HOMO energy, eV: -8.11
M, g/mol: 357.5

Last column: Mulliken charge in e.
CARTESIAN COORDINATES (ANGSTROEM)
H  0.914  3.431  -1.976  0.55
H  -0.716  3.478  -3.015  0.26
H  -1.453  1.673  -1.199  0.11
C  1.976  -2.415  -0.914  -0.87
H  -0.369  0.338  1.167  0.18
C  -2.478  -1.746  1.771  -0.95
H  -3.905  0.350  -0.987  0.96
C  0.387  1.564  -0.077  1.16
C  2.192  -0.276  1.818  -0.86
C  -3.585  0.237  0.988  -0.98
H  -1.654  4.372  -0.537  0.21
H  -1.713  -3.687  -0.933  0.69
C  0.671  -2.961  -1.044  0.29
C  -2.710  -1.342  -0.629  1.13
H  -3.973  1.250  1.142  0.40
H  1.422  1.778  -0.519  0.25
H  0.597  2.416  1.819  0.84
H  1.495  0.052  2.397  1.21
C  -3.062  -0.665  1.879  -0.08
C  0.239  -0.028  0.306  -2.20
H  -0.061  1.362  -2.188  1.47
C  3.332  -1.061  2.083  -1.05
C  2.202  -1.010  -0.650  -0.43
H  -2.984  -1.021  -2.598  0.58
N  -0.121  -3.023  0.018  0.02
H  -0.155  -0.463  -0.473  0.80
C  3.681  -0.686  -0.282  0.16
H  0.164  4.694  1.320  0.42
H  -3.148  -0.125  3.009  0.05
C  -3.371  -0.067  -0.323  -1.08
C  0.359  4.163  0.330  -1.64
C  -2.390  -2.218  0.571  1.14
H  2.602  0.939  1.599  0.13
H  2.665  -2.650  -1.680  0.67
H  -1.807  -4.007  0.975  0.28
H  -1.963  -2.207  2.463  0.65
H  2.515  -3.263  -0.091  0.18
C  -2.733  -1.760  -1.974  -2.02
H  1.953  -0.566  -1.372  1.28
H  -1.732  -1.962  -2.126  0.51
N  4.322  -0.800  0.776  -0.03
H  -0.996  2.373  1.171  0.23
C  -1.514  -3.316  0.013  -1.57
O  0.110  -2.938  -2.116  -0.68
O  4.360  -0.475  -1.447  -0.76
H  2.981  -1.993  2.331  0.31
H  -3.463  -2.675  -2.301  0.18
C  -0.385  1.749  -1.466  -1.81
H  1.270  4.255  0.390  0.90
H  -0.302  5.372  -1.226  0.30
N  1.336  -0.657  0.765  0.37
C  0.142  2.593  0.955  -1.09
H  3.915  -0.566  2.941  0.45
H  0.457  -2.764  0.977  0.33
H  5.093  -0.676  1.106  -0.15
C  -0.102  3.336  -1.935  -0.95
C  -0.507  4.292  -1.002  -0.46

Cartesian forces (eV/Å) of the 6 atoms listed first:
2.8520 0.0294 -1.1490
2.0628 -0.3103 2.6642
0.2157 -0.2845 -0.8894
5.2444 -5.0626 3.4766
-0.9745 -1.9633 -0.2024
1.9158 -4.7383 -1.1801